Entry 1:
Computed, not measured: a structure of composition C19H16CdN4S2, with ωB97M-V/def2-TZVPD.

Computed properties:
Molecular weight = 476.911 g/mol
Energy above the lowest of the compared OMol25 structures with the same formula, charge and spin = 7.46 kcal/mol

```
42
C19H16CdN4S2 | the Open Molecules 2025 dataset | ωB97M-V/def2-TZVPD
Cd 0.45 -0.09 -0.41
C 2.06 -3.21 3.18
S 3.25 -2.72 1.90
C 2.62 -1.16 1.42
S 3.20 -0.55 -0.06
N 1.79 -0.56 2.24
N 1.15 0.47 1.69
C 0.80 1.52 2.33
C 0.18 2.58 1.55
C -0.06 3.83 2.14
C -0.53 4.87 1.36
C -0.78 4.64 0.02
C -0.55 3.37 -0.48
N -0.08 2.37 0.25
H 2.50 -4.04 3.73
H 1.13 -3.52 2.71
H 1.89 -2.37 3.84
H 1.04 1.69 3.38
H 0.16 3.97 3.19
H -0.70 5.84 1.80
H -1.15 5.42 -0.63
H -0.75 3.15 -1.52
C -4.39 0.57 0.08
C -4.83 -0.73 -0.12
C -3.90 -1.75 -0.21
C -2.53 -1.45 -0.10
N -2.13 -0.19 0.11
C -3.03 0.78 0.19
C -1.49 -2.50 -0.24
C -1.82 -3.84 -0.03
C -0.86 -4.83 -0.19
C 0.42 -4.49 -0.57
C 0.76 -3.16 -0.77
C -0.18 -2.14 -0.60
H -5.09 1.40 0.15
H -5.89 -0.95 -0.22
H -4.22 -2.76 -0.40
H -2.64 1.78 0.35
H -2.81 -4.12 0.29
H -1.13 -5.87 -0.01
H 1.17 -5.27 -0.70
H 1.77 -2.91 -1.04
```

Entry 2:
Computed, not measured: a cluster of 2 separate species, CH3N2PS in total, with ωB97M-V/def2-TZVPD.

Computed properties:
Molecular weight = 106.090 g/mol
Energy above the lowest of the compared OMol25 structures with the same formula, charge and spin = 35.63 kcal/mol

```
8
CH3N2PS | the Open Molecules 2025 dataset | ωB97M-V/def2-TZVPD
H -0.26 0.08 1.97
N -0.13 0.57 1.05
P 0.94 1.22 0.18
S 3.07 1.08 0.74
H 3.61 1.87 -0.22
C -3.13 -0.70 -0.59
N -3.00 -1.82 -0.47
H -3.07 0.35 -0.45
```

Entry 3:
Computed, not measured: the molecule C4H7NO, with ωB97M-V/def2-TZVPD.

Computed properties:
Molecular weight = 85.106 g/mol
Energy above the lowest of the compared OMol25 structures with the same formula, charge and spin = 132.50 kcal/mol

```
13
C4H7NO | the Open Molecules 2025 dataset | ωB97M-V/def2-TZVPD
C 0.89 1.37 -1.02
N 1.75 0.31 -0.54
C 0.49 -0.06 -1.18
C -0.70 -0.31 -0.42
C -1.30 -1.08 1.47
O -0.44 -0.10 0.87
H 0.34 1.96 -0.29
H 1.21 1.87 -1.92
H 1.64 0.23 0.47
H 0.50 -0.55 -2.14
H -1.97 -1.14 0.54
H -1.84 -0.66 2.30
H -0.57 -1.83 1.86
```

Entry 4:
Computed, not measured: a structure of composition C27H38I2N10O2Pd, with ωB97M-V/def2-TZVPD.

Computed properties:
Expectation value of S² = 6.05
2S+1 = 5
Molecular weight = 894.897 g/mol
Total charge = +2
Energy above the lowest of the compared OMol25 structures with the same formula, charge and spin = 16.25 kcal/mol

```
80
C27H38I2N10O2Pd | the Open Molecules 2025 dataset | ωB97M-V/def2-TZVPD
Pd -0.38 -0.23 -0.79
C -0.48 4.52 0.08
C -1.48 3.71 0.82
N -2.43 4.31 1.48
C -3.41 3.59 2.05
C -3.56 2.19 1.90
C -4.76 1.54 2.56
O -5.46 0.64 1.72
C -2.56 1.49 1.26
C -2.71 0.03 1.15
N -1.84 -0.81 0.74
C -2.15 -2.20 0.90
C -2.88 -2.63 2.02
C -3.14 -3.97 2.25
C -2.67 -4.93 1.36
C -1.94 -4.54 0.25
C -1.69 -3.19 0.04
I -0.59 -2.76 -1.71
C -1.41 2.24 0.77
O -0.39 1.71 0.29
H -0.77 5.57 0.12
H -0.41 4.20 -0.96
H 0.51 4.40 0.53
H -4.11 4.15 2.66
H -5.42 2.32 2.93
H -4.42 0.98 3.43
H -6.16 1.09 1.25
H -3.69 -0.34 1.45
H -3.22 -1.90 2.74
H -3.71 -4.26 3.12
H -2.87 -5.98 1.54
H -1.58 -5.28 -0.45
C 1.45 -0.13 1.75
N 1.07 -1.44 1.14
C 0.70 -2.39 2.25
N 1.84 -2.54 3.13
C 2.21 -1.24 3.69
N 2.58 -0.29 2.63
C 3.71 -0.85 1.87
N 3.37 -2.16 1.29
C 2.24 -2.02 0.41
C 2.98 -3.07 2.38
H 0.60 0.25 2.31
H 1.69 0.57 0.95
H 0.42 -3.35 1.82
H -0.14 -1.98 2.80
H 3.07 -1.38 4.35
H 1.38 -0.83 4.27
H 4.56 -0.98 2.54
H 4.00 -0.16 1.08
H 1.96 -2.99 0.02
H 2.49 -1.36 -0.42
H 3.83 -3.19 3.06
H 2.73 -4.05 1.96
I -3.23 1.98 -2.32
C -2.44 0.08 -2.31
H -2.06 -0.20 -3.29
H -3.12 -0.64 -1.86
C 0.44 1.83 -2.92
N 1.09 0.62 -2.31
C 1.45 -0.30 -3.44
N 2.31 0.34 -4.40
C 1.64 1.53 -4.94
N 1.30 2.48 -3.88
C 2.54 2.89 -3.21
N 3.24 1.73 -2.63
C 2.37 1.09 -1.68
C 3.54 0.78 -3.72
H 0.20 2.51 -2.11
H -0.47 1.52 -3.42
H 0.52 -0.61 -3.94
H 1.95 -1.18 -3.03
H 0.72 1.22 -5.45
H 2.29 2.01 -5.66
H 2.31 3.60 -2.42
H 3.20 3.38 -3.93
H 2.11 1.78 -0.88
H 2.89 0.23 -1.27
H 4.06 -0.08 -3.30
H 4.19 1.27 -4.44
```